1.
Here is a cluster of 2 separate species, C3H9N3 in total in a non-equilibrium geometry from the Open Molecules 2025 dataset. Energies are from wB97M-V/def2-TZVPD.

Structure (XYZ):
```
15
Properties=species:S:1:pos:R:3:forces:R:3:mulliken_charge:R:1
H 2.4549 -1.7523 -1.8121 -1.83 0.06 1.32 0.259
N 2.1562 -1.3986 -0.8543 2.02 0.77 -0.75 -0.689
C 2.0971 -0.1261 -0.9481 -0.04 2.72 -1.90 0.158
N 2.8074 0.8480 -0.1763 -1.66 -3.01 -0.65 -0.421
H 1.4681 0.4567 -1.8571 1.80 -1.21 1.95 0.219
H 2.5882 1.8139 -0.2803 -0.30 0.35 0.19 0.223
H 3.2264 0.4889 0.6747 0.00 0.33 -0.16 0.260
C -2.4294 0.0178 1.8993 -3.47 -2.39 1.17 -0.301
N -2.0983 -0.7969 0.9926 -0.29 0.17 -0.38 -0.357
C -1.7470 -0.1600 -0.2906 2.26 0.07 1.83 -0.782
H -3.1018 -0.4272 2.7896 2.34 0.94 -1.40 0.209
H -2.6514 1.0377 1.6809 0.45 1.24 0.04 0.290
H -0.8428 0.4203 -0.0147 -0.46 0.20 -0.78 0.254
H -2.4838 0.4184 -0.7688 -1.27 1.09 0.05 0.356
H -1.4439 -0.8405 -1.0349 0.45 -1.32 -0.54 0.321
```
Positions in Å, forces in eV/Å.

The gap between HOMO and LUMO comes out at 0.356 hartree. For the HOMO energy, the calculation gives -0.3231 hartree. Its SMILES is [H]/N=C/N.C=NC. Its strongest force on any atom is 4.4 eV Å⁻¹. For the LUMO energy, the calculation gives 0.89 eV. As for the total charge: 0. Its relative energy (zero: lowest compared OMol25 entry of this formula, charge and spin) is 338.95 kJ/mol.

2.
Here is an isolated molecule of C18H20N2O2S from the Open Molecules 2025 dataset. Energies are from wB97M-V/def2-TZVPD.

Structure (XYZ):
```
43
Properties=species:S:1:pos:R:3:forces:R:3:mulliken_charge:R:1
C -2.9902 -0.6509 3.1382 0.16 0.29 -0.08 -1.411
C -2.1109 0.2015 2.2324 -0.11 0.23 0.14 -0.250
N -1.1924 -0.6414 1.5248 -0.05 -0.50 -0.15 -0.197
C -0.0216 -0.2726 1.2337 -0.01 0.68 0.43 0.341
S 0.7272 1.3116 1.6003 -0.07 -0.36 0.00 -0.297
C 2.1664 0.8323 0.7273 -0.12 -0.07 0.06 0.792
C 3.2920 1.6007 0.5096 -0.13 -0.14 -0.02 -0.646
C 4.3315 1.0539 -0.2241 0.15 0.04 -0.06 -0.559
C 4.2307 -0.2348 -0.7256 0.07 0.07 0.01 -0.917
C 3.1017 -1.0053 -0.5055 -0.18 -0.11 0.03 -0.850
C 2.0548 -0.4728 0.2333 0.40 0.38 0.01 0.790
N 0.8581 -1.0728 0.5641 0.30 -0.14 0.13 0.325
C 0.5241 -2.4500 0.2786 -0.30 -0.34 -0.22 -1.395
C -0.5584 -2.6690 -0.8003 0.30 0.24 -0.29 0.217
O -1.8510 -2.5722 -0.2762 -0.41 -0.06 -0.02 -0.629
C -0.3418 -1.8014 -2.0686 -0.10 -0.66 0.16 -1.012
O -0.0602 -0.4379 -1.8630 -0.16 0.39 -0.04 -0.407
C -1.0577 0.4619 -1.6090 0.05 0.24 -0.09 0.800
C -2.4100 0.1659 -1.5026 0.04 -0.26 -0.15 -0.325
C -3.3124 1.1810 -1.2284 -0.01 0.10 -0.02 -0.915
C -2.8861 2.4851 -1.0586 -0.14 0.13 0.05 -0.509
C -1.5366 2.7803 -1.1728 -0.02 -0.01 -0.02 -0.561
C -0.6285 1.7805 -1.4508 0.05 -0.23 -0.10 -0.292
H -2.3834 -1.1545 3.8869 0.02 -0.07 0.07 0.313
H -3.7229 -0.0256 3.6408 -0.13 0.01 0.09 0.445
H -3.5080 -1.4029 2.5486 -0.07 -0.09 -0.03 0.293
H -2.7333 0.7207 1.4927 0.04 0.06 0.10 0.081
H -1.5761 0.9648 2.8171 -0.14 0.00 0.02 0.519
H 3.3480 2.6032 0.9031 0.04 0.13 0.04 0.424
H 5.2196 1.6375 -0.4094 0.09 0.05 -0.02 0.393
H 5.0439 -0.6484 -1.3025 0.07 -0.04 -0.05 0.387
H 3.0435 -2.0004 -0.9175 -0.01 -0.09 -0.04 0.280
H 0.1494 -2.9071 1.2021 0.11 0.00 -0.11 0.290
H 1.4410 -2.9583 -0.0183 -0.04 0.03 0.07 0.581
H -0.4658 -3.7104 -1.1447 0.13 0.15 0.01 0.483
H -1.8548 -1.8558 0.3979 0.17 -0.09 0.05 0.412
H 0.5435 -2.1792 -2.5901 -0.10 -0.01 -0.01 0.482
H -1.2131 -1.9316 -2.7207 0.08 0.00 0.02 0.468
H -2.7694 -0.8451 -1.6075 0.04 -0.08 0.02 0.374
H -4.3617 0.9386 -1.1422 -0.09 -0.02 0.00 0.394
H -3.5972 3.2663 -0.8362 -0.06 0.07 0.01 0.397
H -1.1894 3.7943 -1.0419 0.04 0.09 0.00 0.404
H 0.4259 1.9917 -1.5467 0.12 0.01 -0.01 0.487
```
Positions in Å, forces in eV/Å.

The gap between HOMO and LUMO comes out at 0.311 hartree. For the HOMO energy, the calculation gives -0.2870 hartree. Its SMILES is CC/N=c1\sc2ccccc2n1C[C@@H](O)COc1ccccc1. Its strongest force on any atom is 0.8 eV Å⁻¹. For the LUMO energy, the calculation gives 0.65 eV. As for the total charge: 0. Its relative energy (zero: lowest compared OMol25 entry of this formula, charge and spin) is 82.44 kJ/mol.

3.
Here is an isolated molecule of C7H17NS in a non-equilibrium geometry from the Open Molecules 2025 dataset. Energies are from wB97M-V/def2-TZVPD.

Structure (XYZ):
```
26
Properties=species:S:1:pos:R:3:forces:R:3:mulliken_charge:R:1
C 1.5197 2.1191 1.5823 -0.28 -2.01 0.21 -0.981
C 1.0028 -0.5541 1.9368 -0.19 -1.57 2.22 -0.366
C -0.0089 -1.7480 2.1796 1.57 2.69 0.13 -1.281
C 0.1619 -1.6938 -1.7820 2.79 1.85 1.18 -1.630
C -0.1547 0.5165 -2.8097 -1.35 2.71 3.09 -1.467
C -1.6477 1.4239 0.7136 -2.05 0.30 0.15 -1.393
C -0.1612 -0.2487 -1.4727 -0.37 0.31 -0.01 0.754
N 0.7489 0.3642 -0.4604 3.39 -0.74 -1.07 -0.249
S 0.4916 0.7978 1.0815 -2.03 0.45 -0.03 0.658
H 1.4566 3.0510 1.0711 -0.25 0.37 -0.47 0.377
H 1.3093 2.0815 2.6413 0.79 0.31 0.44 0.309
H 1.3431 -0.2990 2.9268 0.81 0.45 0.04 0.352
H 0.5644 -2.5499 2.5671 0.31 -0.64 1.04 0.372
H -0.3958 -2.1241 1.3191 -1.09 -0.97 -2.94 0.382
H -0.8857 -1.4398 2.7391 0.09 0.03 0.72 0.342
H 0.8877 -1.7070 -2.5823 0.76 -0.27 0.06 0.393
H 0.5338 -2.1372 -0.8697 -0.08 -0.81 -0.07 0.390
H -0.6628 -2.0954 -2.2043 -2.79 -1.81 -0.85 0.472
H 0.7557 0.4322 -3.3476 0.76 0.11 -0.45 0.379
H -0.4613 1.5896 -2.5270 1.14 -1.14 -0.66 0.271
H -1.0087 0.2507 -3.3552 -0.96 -1.01 -1.22 0.456
H -2.1436 0.4547 0.5944 0.23 -0.03 -0.54 0.413
H -2.0846 1.7314 1.7047 0.81 0.56 -0.99 0.433
H -1.7504 2.0854 -0.1755 -0.22 -0.27 0.81 0.229
H -1.1753 -0.2758 -1.0511 0.39 0.55 -0.08 0.043
H 1.7655 -0.0252 -0.4200 -2.17 0.59 -0.71 0.344
```
Positions in Å, forces in eV/Å.

The gap between HOMO and LUMO (spin up / spin down) comes out at 0.219 / 0.194 hartree. For the HOMO energy (spin up / spin down), the calculation gives -0.1860 / -0.2528 hartree. Its strongest force on any atom is 4.3 eV Å⁻¹. For the LUMO energy (spin up / spin down), the calculation gives 0.91 / -1.60 eV. As for the total charge: 0. As for the multiplicity: 3.